Entry 1:
{"formula": "C9H17N6", "method": "the ωB97M-V functional and the def2-TZVPD basis", "lumo_ha": -0.1452, "gap_ev": 8.51, "charge": 1, "mol_weight_da": 209.3, "energy_ha": -681.338518, "elements": ["C", "C", "C", "C", "C", "N", "N", "C", "N", "N", "N", "N", "C", "C", "C", "H", "H", "H", "H", "H", "H", "H", "H", "H", "H", "H", "H", "H", "H", "H", "H", "H"], "xyz": [[-2.946, 0.784, 1.003], [-2.612, 0.401, -0.381], [-1.217, -0.168, -0.424], [-0.064, 0.588, -0.285], [0.008, 2.070, -0.411], [-0.894, 3.093, -0.310], [1.283, 2.520, -0.284], [1.998, 1.432, 0.044], [3.322, 1.535, 0.226], [1.344, 0.293, -0.040], [2.116, -0.945, 0.398], [3.025, -1.405, -0.575], [1.012, -1.854, 0.713], [-0.006, -2.436, -0.454], [-1.361, -1.714, -0.565], [-3.279, -0.089, 1.538], [-3.679, 1.466, 1.051], [-2.049, 1.031, 1.521], [-2.487, 1.345, -1.039], [-3.311, -0.298, -0.810], [-1.898, 3.007, -0.330], [-0.618, 3.997, -0.597], [3.547, 2.562, 0.564], [3.872, 0.753, 0.628], [3.965, -1.491, -0.161], [2.657, -2.335, -0.933], [1.538, -2.724, 1.315], [0.305, -1.348, 1.395], [0.557, -2.666, -1.391], [-0.173, -3.492, -0.128], [-1.875, -1.740, -1.453], [-2.081, -2.172, 0.175]], "atomic_forces_ev_per_a": [[1.63, -2.77, 0.86], [2.13, 2.46, -2.49], [0.78, -1.50, 0.72], [-1.32, -0.18, -0.53], [1.19, 2.28, 1.90], [-0.95, -2.15, -0.64], [-1.39, -0.85, 0.05], [1.05, 0.61, -1.57], [0.73, 2.35, 1.85], [0.29, -1.87, -0.10], [-2.18, 1.14, -0.18], [-1.21, -1.35, -0.48], [-0.47, -2.63, 0.76], [1.89, -1.60, 0.65], [2.53, 1.27, 3.00], [-0.40, -0.46, 0.26], [-2.49, 2.69, 0.36], [0.51, 0.96, 0.54], [-1.04, -1.44, 0.65], [-0.22, 0.06, -0.35], [0.13, -0.58, -0.04], [0.96, 0.83, -0.06], [-0.16, -3.00, -1.04], [-0.82, 1.03, -0.35], [-0.86, -0.15, -0.17], [1.09, 1.57, 0.32], [-1.33, 1.52, -1.38], [0.79, -0.11, 0.08], [-0.58, 0.93, 0.28], [-0.16, 0.82, 0.02], [-0.80, -0.82, -2.56], [0.71, 0.94, -0.39]], "nbo_charge": [-0.605, -0.439, 0.214, -0.022, 0.483, -0.729, -0.531, 0.621, -0.754, -0.277, -0.103, -0.652, -0.255, -0.457, -0.456, 0.222, 0.226, 0.213, 0.203, 0.236, 0.407, 0.424, 0.440, 0.424, 0.381, 0.369, 0.237, 0.220, 0.226, 0.243, 0.246, 0.246]}

Entry 2:
{"formula": "C21H46IN6O6P4", "method": "the ωB97M-V functional and the def2-TZVPD basis", "lumo_ha": -0.1335, "gap_ev": 6.91, "charge": 1, "mol_weight_da": 729.4, "energy_ha": -3270.361256, "elements": ["C", "C", "P", "C", "C", "N", "C", "N", "C", "P", "N", "O", "N", "N", "C", "C", "C", "N", "C", "C", "O", "I", "P", "C", "C", "C", "C", "H", "H", "H", "H", "H", "H", "H", "H", "H", "H", "H", "H", "H", "H", "H", "H", "H", "H", "H", "H", "H", "H", "H", "H", "H", "H", "H", "H", "H", "H", "H", "O", "P", "O", "C", "C", "O", "C", "C", "O", "C", "C", "H", "H", "H", "H", "H", "H", "H", "H", "H", "H", "H", "H", "H", "H", "H"], "xyz": [[-2.413, 6.909, 0.560], [-2.577, 5.528, -0.258], [-0.849, 5.023, -0.880], [0.109, 4.349, 0.605], [1.357, 5.287, 1.065], [-1.105, 3.798, -2.149], [-0.668, 2.539, -1.899], [-1.294, 1.792, -0.796], [-0.523, 0.563, -0.855], [-0.901, -0.778, 0.431], [-2.267, -1.808, -0.103], [0.540, -1.744, 0.565], [0.445, 0.639, -1.917], [1.380, -0.337, -2.249], [2.565, 0.053, -1.746], [2.738, 1.107, -0.552], [3.940, -0.592, -2.323], [0.388, 1.822, -2.591], [1.157, 2.350, -3.747], [0.607, 1.558, -5.070], [-0.420, 1.970, -5.662], [1.717, -0.199, -5.815], [-1.876, 4.330, -3.669], [-1.713, 6.226, -3.770], [-0.161, 6.678, -3.880], [-3.725, 3.927, -3.710], [-4.048, 3.255, -5.166], [-3.422, 7.465, 0.459], [-2.181, 6.704, 1.658], [-1.569, 7.530, 0.103], [-2.938, 4.711, 0.468], [-3.316, 5.670, -1.118], [-0.613, 4.318, 1.506], [0.529, 3.295, 0.480], [1.149, 5.761, 2.081], [2.293, 4.610, 1.144], [1.593, 6.049, 0.247], [-2.766, -1.263, -0.839], [-2.900, -1.805, 0.726], [0.201, -2.670, 0.478], [3.812, 1.176, -0.166], [2.046, 0.889, 0.350], [2.465, 2.174, -0.910], [4.032, -0.267, -3.414], [3.837, -1.717, -2.168], [4.820, -0.163, -1.718], [2.268, 2.094, -3.673], [0.952, 3.459, -3.941], [-2.247, 6.648, -4.687], [-2.152, 6.746, -2.839], [0.472, 5.968, -4.521], [0.331, 6.775, -2.848], [-0.124, 7.717, -4.372], [-4.013, 3.172, -2.891], [-4.383, 4.875, -3.644], [-3.154, 3.402, -5.863], [-5.002, 3.688, -5.642], [-4.153, 2.116, -5.000], [1.841, -7.423, 2.719], [0.829, -7.358, 3.867], [1.302, -5.868, 4.452], [1.551, -4.779, 3.573], [0.332, -3.887, 3.434], [1.673, -8.306, 4.928], [2.650, -9.231, 4.465], [4.031, -8.600, 4.479], [-0.382, -7.365, 5.073], [-1.470, -6.462, 5.027], [-2.317, -6.638, 3.784], [1.886, -5.106, 2.584], [2.373, -4.201, 4.005], [-0.499, -4.433, 2.979], [0.556, -3.020, 2.807], [-0.003, -3.530, 4.412], [2.390, -9.613, 3.474], [2.640, -10.087, 5.144], [4.050, -7.643, 3.952], [4.765, -9.265, 4.018], [4.344, -8.394, 5.506], [-1.113, -5.438, 5.136], [-2.086, -6.663, 5.908], [-1.720, -6.539, 2.874], [-3.116, -5.892, 3.763], [-2.770, -7.632, 3.770]], "atomic_forces_ev_per_a": [[-0.46, -0.30, -0.50], [0.02, -0.58, 1.24], [-0.09, 1.70, 0.32], [0.10, -0.50, 1.67], [0.23, -0.72, -0.71], [0.15, 0.25, 0.66], [-1.21, -2.06, 1.34], [5.17, -2.10, -3.99], [0.00, 2.75, -3.18], [0.72, -0.21, 1.98], [0.83, 1.86, -0.21], [-2.80, 0.15, -1.28], [-2.64, -1.20, 2.86], [3.64, 1.64, 0.54], [0.41, -0.65, 0.12], [-0.38, 0.69, -0.27], [-1.38, 0.63, 1.11], [-3.25, 2.79, 2.55], [0.56, -1.58, -1.46], [-3.82, 2.18, -1.98], [4.81, -2.13, 2.70], [-0.54, 1.05, 0.48], [0.24, -0.16, -1.87], [0.87, 0.99, 1.22], [-0.01, 0.41, 0.01], [-1.32, 0.13, -0.19], [0.45, -0.45, 0.48], [1.83, -0.72, 0.40], [-0.34, 0.36, -1.52], [-1.23, -0.67, 0.66], [0.12, 1.18, -1.23], [1.17, -0.41, 1.09], [0.94, -0.25, -1.48], [-0.90, 1.31, -0.04], [0.36, -0.49, -1.60], [-1.51, 1.18, 0.06], [-0.39, -0.77, 1.34], [0.35, -0.88, 0.43], [0.65, -0.02, -0.81], [0.68, 0.65, -0.06], [-1.55, -0.39, -0.76], [1.04, 0.08, -1.62], [0.39, -1.64, 0.49], [-0.18, -0.77, 1.42], [0.40, 1.48, -0.57], [-1.45, -0.85, -0.99], [-1.55, 0.53, 0.24], [0.06, -1.64, 0.77], [0.44, -1.14, 1.18], [0.53, -0.68, -1.49], [-1.03, 0.94, 0.82], [-0.86, -0.29, -1.57], [-0.02, -1.60, 0.69], [0.44, 1.36, -1.07], [1.12, -1.46, 0.33], [-1.33, -0.13, 0.82], [1.53, -0.73, 0.85], [0.03, 1.86, -0.48], [-4.06, -0.68, -1.37], [6.77, 1.55, 5.85], [-1.08, 0.31, -0.91], [0.32, 0.34, -0.08], [-0.15, 0.06, 0.11], [-1.49, -0.34, -0.58], [0.48, -0.18, -0.18], [0.12, 0.17, 0.11], [-0.48, -1.06, -2.99], [-0.50, 0.31, 0.04], [-0.19, -0.09, 0.09], [-0.03, -0.23, 0.18], [-0.04, -0.11, 0.09], [-0.02, -0.01, -0.05], [0.05, -0.03, 0.09], [0.06, 0.01, -0.11], [0.08, 0.16, 0.06], [-0.17, 0.15, 0.07], [-0.11, -0.16, -0.13], [-0.05, 0.02, 0.05], [-0.03, -0.11, -0.05], [0.17, 0.01, -0.14], [0.20, -0.20, -0.02], [0.06, 0.12, -0.05], [0.07, -0.07, -0.07], [0.02, 0.06, 0.00]], "lowdin_charge": [-0.170, -0.405, 0.970, -0.398, -0.161, -0.440, -0.341, 0.135, -0.308, 0.920, -0.188, -0.363, -0.136, 0.112, -0.248, -0.031, -0.025, 0.026, -0.082, -0.706, -0.059, 0.815, 0.960, -0.412, -0.195, -0.409, -0.177, 0.088, 0.075, 0.065, 0.084, 0.067, 0.088, 0.047, 0.078, 0.071, 0.059, 0.042, 0.038, 0.049, 0.094, 0.095, 0.086, 0.055, 0.103, 0.089, 0.117, 0.126, 0.095, 0.062, 0.060, 0.036, 0.080, 0.081, 0.081, 0.047, 0.081, 0.078, -0.255, 0.716, -0.220, -0.295, -0.084, -0.224, -0.297, -0.076, -0.197, -0.299, -0.084, 0.102, 0.122, 0.063, 0.050, 0.082, 0.104, 0.117, 0.069, 0.078, 0.078, 0.093, 0.129, 0.061, 0.083, 0.084]}

Entry 3:
{"formula": "C38H32N7NaOSe3Te2", "method": "the ωB97M-V functional and the def2-TZVPD basis", "lumo_ha": 0.1186, "gap_ev": 3.82, "charge": -2, "mol_weight_da": 1117.8, "energy_ha": -9828.575892, "elements": ["Na", "C", "C", "O", "N", "C", "C", "C", "C", "C", "C", "N", "H", "H", "H", "H", "H", "H", "H", "H", "H", "H", "Se", "Se", "Te", "Se", "N", "C", "C", "C", "C", "C", "C", "C", "C", "C", "C", "C", "C", "N", "C", "C", "C", "C", "N", "H", "H", "H", "H", "H", "H", "H", "H", "H", "H", "C", "Te", "C", "C", "C", "C", "C", "C", "C", "H", "H", "H", "H", "H", "H", "H", "H", "N", "C", "C", "C", "C", "N", "C", "C", "H", "H", "H", "H"], "xyz": [[0.660, 0.911, 1.206], [-0.253, -1.412, -1.824], [-1.026, -0.799, -0.684], [-0.926, 0.385, -0.401], [-1.900, -1.612, -0.039], [-2.535, -1.184, 1.200], [-3.408, 0.038, 1.035], [-4.375, 0.122, 0.040], [-5.107, 1.294, -0.067], [-4.855, 2.325, 0.820], [-3.890, 2.140, 1.802], [-3.187, 1.014, 1.911], [0.650, -0.822, -1.961], [-0.862, -1.366, -2.731], [0.019, -2.448, -1.620], [-1.751, -2.600, -0.159], [-1.800, -0.945, 1.973], [-3.130, -2.035, 1.542], [-4.516, -0.700, -0.652], [-5.852, 1.407, -0.848], [-5.376, 3.270, 0.750], [-3.618, 2.931, 2.497], [2.929, 0.895, 3.365], [2.358, 3.217, 3.459], [-0.151, 2.647, 3.580], [-1.404, 4.798, 3.175], [9.103, -4.250, -2.271], [8.133, -3.714, -1.956], [6.924, -3.048, -1.575], [5.839, -3.041, -2.452], [4.671, -2.396, -2.083], [4.574, -1.760, -0.851], [5.662, -1.772, 0.020], [6.836, -2.411, -0.336], [3.323, -1.057, -0.432], [3.257, 0.267, -0.809], [4.264, 0.966, -1.574], [3.848, 2.258, -1.678], [2.601, 2.319, -0.967], [2.251, 1.167, -0.462], [2.443, -1.868, 0.326], [2.672, -3.240, 0.625], [1.604, -3.656, 1.398], [0.783, -2.515, 1.539], [1.265, -1.452, 0.907], [5.918, -3.537, -3.410], [3.820, -2.380, -2.752], [5.570, -1.267, 0.973], [7.683, -2.418, 0.337], [5.172, 0.537, -1.970], [4.351, 3.080, -2.164], [1.988, 3.199, -0.818], [3.517, -3.836, 0.313], [1.441, -4.632, 1.829], [-0.139, -2.450, 2.105], [-2.115, 4.778, -2.605], [-1.555, 3.297, -1.156], [-2.282, 1.912, -2.613], [-3.113, 2.702, -3.586], [-3.964, 2.070, -4.489], [-4.726, 2.802, -5.385], [-4.642, 4.187, -5.388], [-3.797, 4.824, -4.493], [-3.032, 4.096, -3.586], [-1.227, 5.162, -3.108], [-2.615, 5.613, -2.116], [-2.873, 1.151, -2.108], [-1.442, 1.425, -3.108], [-4.032, 0.988, -4.480], [-5.389, 2.294, -6.076], [-5.236, 4.770, -6.081], [-3.733, 5.907, -4.487], [-1.219, -5.034, 7.374], [-1.092, -4.085, 6.736], [-0.942, -2.901, 5.938], [0.321, -2.495, 5.519], [0.409, -1.345, 4.745], [-0.663, -0.643, 4.393], [-1.864, -1.029, 4.808], [-2.067, -2.155, 5.587], [1.208, -3.056, 5.779], [1.360, -0.947, 4.394], [-2.695, -0.404, 4.498], [-3.056, -2.446, 5.913]], "atomic_forces_ev_per_a": [[0.31, -0.08, 0.27], [0.01, 0.02, 0.05], [0.13, 0.12, -0.11], [-0.27, -0.01, 0.02], [-0.09, -0.11, -0.04], [0.02, -0.03, -0.06], [-0.05, 0.00, 0.02], [0.07, 0.07, -0.04], [-0.01, -0.05, -0.01], [-0.02, 0.05, 0.06], [0.06, -0.02, -0.01], [-0.05, -0.07, 0.08], [0.01, 0.01, -0.01], [0.01, 0.00, -0.02], [-0.01, -0.01, 0.01], [0.02, 0.00, 0.04], [0.06, 0.01, -0.05], [-0.02, 0.05, 0.08], [0.00, -0.01, 0.00], [0.00, 0.00, 0.00], [0.01, 0.01, -0.01], [-0.04, 0.02, -0.03], [0.05, 0.42, -0.06], [0.01, -0.44, -0.04], [-0.24, 0.49, 0.04], [0.11, -0.22, -0.06], [-0.03, 0.01, 0.01], [0.19, -0.09, -0.06], [-0.11, 0.05, 0.02], [0.03, 0.03, 0.07], [-0.02, -0.01, 0.01], [0.04, 0.01, 0.04], [-0.02, -0.01, -0.05], [-0.06, 0.01, -0.04], [0.03, -0.10, 0.01], [0.01, 0.13, 0.04], [0.05, -0.08, -0.03], [0.00, 0.01, 0.01], [0.02, 0.08, 0.00], [-0.08, -0.14, -0.16], [0.04, 0.10, 0.01], [-0.04, -0.08, -0.01], [0.06, -0.04, -0.03], [-0.03, 0.04, 0.00], [-0.10, -0.06, -0.04], [0.02, -0.01, 0.00], [-0.01, 0.00, 0.00], [-0.01, 0.01, 0.01], [0.02, -0.02, -0.01], [0.00, 0.01, 0.00], [0.00, 0.00, -0.01], [-0.02, -0.01, 0.00], [0.01, 0.01, 0.00], [-0.01, 0.00, 0.00], [0.01, -0.01, 0.02], [-0.01, 0.06, -0.02], [0.05, -0.04, 0.25], [0.07, 0.01, -0.07], [-0.01, 0.03, -0.02], [-0.02, -0.04, -0.03], [-0.03, -0.01, -0.02], [-0.01, 0.02, -0.02], [-0.02, 0.02, -0.01], [0.01, -0.03, 0.01], [-0.01, 0.01, 0.00], [0.00, 0.00, 0.01], [0.01, 0.00, 0.01], [0.00, -0.01, -0.01], [0.00, 0.00, 0.00], [0.00, 0.00, 0.00], [0.00, 0.00, 0.00], [0.00, 0.01, 0.00], [0.00, 0.03, -0.02], [-0.03, -0.18, 0.13], [0.03, 0.04, -0.04], [-0.15, 0.05, 0.00], [-0.07, 0.00, 0.01], [-0.05, 0.03, -0.14], [0.03, -0.01, 0.00], [0.16, -0.03, 0.03], [-0.01, -0.02, 0.02], [0.00, -0.01, 0.00], [-0.01, 0.01, -0.04], [0.00, -0.02, 0.01]], "lowdin_charge": [-0.073, 0.016, -0.534, -0.067, 0.076, -0.118, -0.287, -0.049, -0.090, -0.084, -0.151, 0.132, 0.081, 0.082, 0.080, 0.129, 0.090, 0.128, 0.107, 0.101, 0.100, 0.038, -0.246, -0.335, 0.131, -0.519, 0.127, -0.204, -0.249, -0.030, -0.013, -0.204, 0.010, -0.018, -0.062, -0.258, -0.041, -0.078, -0.149, 0.073, -0.277, -0.057, -0.104, -0.204, 0.077, 0.111, 0.125, 0.136, 0.116, 0.099, 0.080, 0.088, 0.095, 0.073, 0.083, -0.459, 1.329, -0.441, -0.280, -0.053, -0.110, -0.111, -0.056, -0.289, 0.048, 0.049, 0.033, 0.059, 0.109, 0.091, 0.090, 0.108, 0.134, -0.192, -0.241, 0.001, -0.138, 0.069, -0.140, -0.022, 0.117, -0.004, 0.105, 0.108]}

Entry 4:
{"formula": "C14H20BrF3O7", "method": "the ωB97M-V functional and the def2-TZVPD basis", "lumo_ha": -0.0436, "gap_ev": 8.33, "charge": 0, "mol_weight_da": 437.2, "energy_ha": -3945.653698, "elements": ["C", "C", "C", "O", "O", "C", "C", "C", "C", "C", "C", "O", "C", "O", "O", "Br", "H", "H", "H", "H", "H", "H", "H", "H", "H", "H", "H", "H", "H", "H", "H", "C", "C", "O", "C", "O", "C", "F", "F", "F", "H", "H", "H", "H", "H"], "xyz": [[-1.026, 1.507, -2.107], [-0.736, 0.192, -1.984], [0.362, -0.474, -2.693], [0.378, -1.695, -2.777], [1.311, 0.311, -3.260], [2.623, -0.238, -3.143], [3.096, -0.296, -1.687], [4.064, -1.467, -1.453], [3.958, -2.092, -0.053], [2.527, -2.472, 0.355], [2.199, -2.159, 1.798], [2.442, -0.779, 2.107], [1.407, 0.027, 1.880], [0.240, -0.207, 2.063], [1.794, 1.250, 1.381], [2.928, 2.126, 2.523], [-2.054, 1.787, -2.309], [-0.310, 2.308, -1.985], [-1.316, -0.442, -1.330], [3.270, 0.440, -3.689], [2.717, -1.198, -3.639], [3.661, 0.617, -1.521], [2.258, -0.281, -1.001], [3.980, -2.246, -2.206], [5.069, -1.061, -1.539], [4.414, -1.414, 0.664], [4.541, -3.008, -0.061], [2.427, -3.548, 0.237], [1.763, -2.038, -0.286], [2.846, -2.738, 2.450], [1.185, -2.478, 2.017], [-2.887, 0.417, 2.341], [-3.343, 0.878, 0.976], [-4.743, 1.229, 0.976], [-5.038, 2.444, 1.405], [-4.269, 3.272, 1.787], [-6.554, 2.674, 1.300], [-7.241, 1.620, 1.746], [-6.900, 2.881, 0.024], [-6.922, 3.735, 2.005], [-3.512, -0.404, 2.695], [-1.851, 0.084, 2.294], [-2.962, 1.222, 3.073], [-3.246, 0.071, 0.252], [-2.749, 1.717, 0.617]], "atomic_forces_ev_per_a": [[-0.19, -0.39, 0.09], [0.33, 0.89, 0.00], [0.77, -1.45, 0.89], [0.18, 1.19, 0.08], [-0.49, 0.21, 0.44], [0.51, 0.11, -0.15], [0.62, -0.06, -0.65], [0.05, 0.25, 0.59], [-0.29, -0.01, -0.43], [0.22, -0.01, 0.06], [0.24, -1.17, 0.11], [-0.45, 0.29, -0.44], [-0.73, 0.22, 0.40], [1.05, -0.15, -0.57], [0.00, -0.04, 0.48], [0.07, -0.02, -0.21], [-0.32, 0.26, 1.43], [0.48, -0.04, -1.49], [-0.98, -0.58, -1.15], [-0.08, 0.18, -0.19], [-0.39, -0.26, 0.04], [-0.15, 0.24, 0.35], [-0.15, -0.12, 0.01], [-0.30, -0.04, -0.16], [0.23, -0.17, -0.17], [-0.07, 0.10, 0.20], [0.31, -0.01, 0.15], [-0.23, -0.16, 0.03], [0.01, 0.11, -0.14], [0.22, 0.17, 0.20], [-0.24, 0.43, 0.18], [-0.18, 0.04, 0.19], [0.51, -0.25, 0.05], [-0.15, -0.02, -0.15], [0.27, -0.29, -0.10], [-0.01, 0.30, 0.11], [-0.26, 0.04, 0.09], [-0.02, -0.12, 0.04], [0.05, 0.00, -0.16], [0.05, 0.14, 0.08], [0.02, -0.05, -0.08], [-0.19, 0.07, -0.01], [0.06, 0.06, -0.06], [-0.23, -0.01, -0.03], [-0.13, 0.13, 0.07]], "nbo_charge": [-0.278, -0.319, 0.742, -0.586, -0.517, -0.065, -0.427, -0.394, -0.399, -0.439, -0.070, -0.512, 0.990, -0.583, -0.594, 0.357, 0.202, 0.212, 0.225, 0.192, 0.191, 0.211, 0.202, 0.201, 0.207, 0.207, 0.209, 0.223, 0.215, 0.192, 0.209, -0.653, -0.076, -0.478, 0.692, -0.542, 0.897, -0.308, -0.311, -0.300, 0.209, 0.257, 0.219, 0.190, 0.200]}